Record 1
9 unconnected molecules or ions with the total composition C30H35F9NO26 in a non-equilibrium geometry. Source: the Open Molecules 2025 dataset; level of theory: wB97M-V/def2-TZVPD.

Last column: Mulliken charge in e.
Geometry (Å):
C 4.14 2.11 0.66  -1.153
C 2.69 2.42 0.98  0.909
O 2.28 3.56 1.06  -0.579
O 1.97 1.31 1.17  -0.269
C 0.56 1.52 1.50  -0.296
C -0.26 1.89 0.28  -0.222
C -1.68 1.31 0.26  0.337
C -2.72 2.36 0.15  0.084
N -2.90 2.97 1.42  -0.690
F -3.80 4.12 1.01  -0.407
H 4.74 2.67 1.37  0.348
H 4.36 1.05 0.71  0.221
H 4.35 2.46 -0.34  0.287
H 0.22 0.59 1.95  -0.118
H 0.50 2.29 2.26  0.315
H 0.30 1.54 -0.58  0.273
H -0.31 2.97 0.21  0.329
H -1.77 0.70 -0.64  -0.244
H -1.85 0.63 1.10  0.063
H -3.66 1.92 -0.26  0.433
H -2.37 3.07 -0.61  -0.588
C 2.70 -2.82 0.57  -0.244
C 2.72 -1.79 -0.53  0.757
O 1.38 -1.79 -0.97  -0.210
C 0.60 -2.17 0.09  0.562
O -0.56 -2.05 0.17  -0.529
O 1.37 -2.70 1.06  -0.345
F 3.55 -2.16 -1.55  -0.209
H 2.86 -3.83 0.19  0.093
H 3.41 -2.62 1.37  0.325
H 2.99 -0.78 -0.20  -0.252
C -1.98 -0.54 -4.58  -0.555
C -1.03 -1.19 -3.60  0.463
O -0.22 -0.10 -3.20  -0.185
C -0.99 1.06 -3.33  0.536
O -0.73 2.11 -2.86  -0.429
O -2.11 0.78 -4.05  -0.235
F -0.25 -2.15 -4.17  -0.331
H -1.56 -0.51 -5.58  0.292
H -2.95 -1.03 -4.60  0.285
H -1.52 -1.61 -2.72  0.149
C -2.28 -2.41 3.19  0.066
C -1.26 -3.00 4.15  0.161
O -0.48 -1.87 4.50  -0.321
C -1.28 -0.76 4.38  0.678
O -1.01 0.30 4.83  -0.511
O -2.40 -1.07 3.68  -0.328
F -0.46 -3.92 3.55  -0.255
H -1.89 -2.39 2.17  -0.042
H -3.24 -2.91 3.21  0.309
H -1.69 -3.43 5.06  0.244
C -2.91 6.14 -1.23  -0.504
C -4.43 6.09 -1.27  0.346
O -4.68 5.39 -2.47  -0.370
C -3.61 4.56 -2.69  0.669
O -3.63 3.62 -3.42  -0.500
O -2.56 4.94 -1.93  -0.305
F -4.99 7.35 -1.35  -0.212
H -2.54 7.00 -1.79  0.313
H -2.50 6.13 -0.23  0.297
H -4.88 5.56 -0.43  0.247
C 4.71 -5.86 3.91  -0.454
C 5.89 -5.43 3.06  0.272
O 5.49 -5.83 1.76  -0.353
C 4.13 -5.84 1.73  0.687
O 3.47 -5.89 0.75  -0.526
O 3.63 -5.76 2.98  -0.204
F 7.03 -6.06 3.40  -0.292
H 4.82 -6.90 4.24  0.323
H 4.54 -5.22 4.78  0.286
H 6.07 -4.35 3.06  0.267
C -6.70 10.00 -1.47  -0.259
C -7.24 10.91 -0.39  0.325
O -7.28 12.17 -1.05  -0.320
C -7.43 11.93 -2.39  0.640
O -7.73 12.75 -3.19  -0.508
O -7.18 10.63 -2.66  -0.322
F -6.42 11.00 0.68  -0.276
H -5.61 9.99 -1.47  0.238
H -7.06 8.98 -1.40  0.193
H -8.25 10.66 -0.05  0.288
C 5.09 -2.79 -4.42  -0.138
C 6.09 -1.72 -4.76  0.290
O 7.30 -2.46 -4.89  -0.320
C 6.97 -3.73 -5.26  0.630
O 7.73 -4.52 -5.68  -0.503
O 5.64 -3.94 -5.09  -0.338
F 6.24 -0.80 -3.77  -0.263
H 5.06 -2.98 -3.34  0.096
H 4.09 -2.59 -4.78  0.281
H 5.90 -1.19 -5.70  0.271
C 0.21 -7.29 2.58  -0.106
C 0.44 -8.67 3.16  0.314
O 0.37 -8.43 4.56  -0.334
C -0.43 -7.33 4.75  0.632
O -0.88 -7.00 5.79  -0.516
O -0.62 -6.69 3.58  -0.208
F 1.66 -9.17 2.86  -0.267
H 1.15 -6.74 2.50  0.019
H -0.29 -7.30 1.62  0.266
H -0.32 -9.41 2.89  0.239

Values from the calculation:
DFT total energy = -110859.5401 eV
max |F| = 1.2 eV/Å
E_LUMO = 1.41 eV
charge = -1
ΔE to the lowest compared entry with this formula, charge and spin = 0.0 kcal per mole
E_HOMO = -2.001 eV
gap between HOMO and LUMO = 3.4068 eV

=====

Record 2
A molecular structure, C2H13BMoN3 in a non-equilibrium geometry. Source: the Open Molecules 2025 dataset; level of theory: wB97M-V/def2-TZVPD.

Last column: Mulliken charge in e.
Geometry (Å):
C -1.22 1.53 -1.43  -0.702
Mo 0.37 0.65 -0.29  0.702
N 2.17 0.67 1.02  -0.762
N 1.79 0.12 -1.82  -0.811
H 2.14 -0.16 1.62  0.313
H -0.22 2.11 -0.86  0.239
H -2.09 1.99 -0.98  0.371
H -1.31 0.42 -1.28  0.248
H -1.13 1.75 -2.49  0.368
H 2.23 -0.78 -1.60  0.339
H 2.53 0.82 -1.95  0.328
H 1.34 0.01 -2.73  0.322
H 3.05 0.68 0.51  0.304
H 2.16 1.49 1.64  0.328
B -2.29 -2.24 2.01  -0.079
C -1.37 -1.25 1.38  0.200
N -0.66 -0.48 0.84  -0.575
H -1.58 -3.00 2.62  -0.049
H -2.88 -2.77 1.08  -0.050
H -3.02 -1.57 2.71  -0.034

Values from the calculation:
spin multiplicity = 3
DFT total energy = -9276.9880 eV
max |F| = 2.8 eV/Å
E_LUMO (alpha / beta) = -4.76 / -4.57 eV
charge = +1
ΔE to the lowest compared entry with this formula, charge and spin = 21.5 kcal per mole
E_HOMO (alpha / beta) = -11.769 / -11.766 eV
gap between HOMO and LUMO (alpha / beta) = 7.0100 / 7.1974 eV